ORCA calculation (ωB97M-V/def2-TZVPD) on C5H11NO in the gas phase.

XYZ file:
```
18
Properties=species:S:1:pos:R:3:forces:R:3
C 2.85438 0.20399 -0.15174 0.2 0.0 0.0
N 1.50846 0.47178 -0.63315 -0.1 0.0 0.1
C 0.48061 0.07968 0.17947 0.1 -0.1 0.3
O 0.73713 -0.34687 1.29624 0.2 0.4 0.0
C -0.95585 -0.04627 -0.34593 0.0 -0.1 0.2
C -1.41361 -1.39185 0.29094 -0.2 -0.1 -0.2
C -1.95040 1.02633 0.12914 0.0 0.1 0.1
H 3.22803 0.97031 0.53737 -0.1 -0.1 -0.1
H 3.54861 0.09393 -0.98989 -0.2 0.1 0.1
H 2.80842 -0.73638 0.40364 0.1 0.2 -0.1
H 1.37184 1.08097 -1.42465 -0.2 -0.3 0.0
H -0.94537 -0.02177 -1.45521 0.0 -0.4 0.5
H -1.13201 -1.42632 1.35686 -0.2 0.3 -0.6
H -0.94291 -2.26507 -0.17312 -0.1 0.2 -0.1
H -2.49790 -1.48036 0.23990 0.0 -0.1 -0.2
H -2.95759 0.69088 -0.14891 0.2 0.1 0.0
H -1.92001 1.09824 1.21937 0.0 0.1 -0.1
H -1.81328 2.02817 -0.29450 0.2 -0.2 0.0
```
Positions in Å, forces in eV/Å.

Summary:
HOMO-LUMO gap (eV): 10.45
Calculated total energy (hartree): -327.1124
Charge: 0
Lowest unoccupied orbital energy (eV): 0.944
HOMO level (eV): -9.50
SMILES: CNC(=O)C(C)C
Energy relative to the best compared isomer or geometry (same formula, charge and spin) (eV): 0.5163
Spin multiplicity: 1

Results of the Mulliken charge analysis, in e, for atoms 1 through 5: -0.79, -0.21, 0.33, -0.62, 0.65